# 1
Molecular formula: C29H29N7O4SeSn
Method: DFT, wB97M-V/def2-TZVPD

## Properties
HOMO energy: -13.252 eV

Geometry as ORCA input:
```
! wB97M-V def2-TZVPD RIJCOSX def2/J DEFGRID3
* xyz 2 1
Sn -0.69 1.01 -0.77
C 1.22 -0.18 -3.93
C 1.59 0.27 -2.54
C 2.15 1.53 -2.32
C 2.54 1.93 -1.06
C 2.37 1.09 0.04
C 1.81 -0.17 -0.15
C 1.42 -0.58 -1.44
H 0.62 0.58 -4.44
H 0.65 -1.11 -3.90
H 2.12 -0.35 -4.51
H 2.29 2.20 -3.17
H 2.99 2.91 -0.91
H 2.69 1.40 1.02
H 1.69 -0.85 0.68
H 1.02 -1.57 -1.58
N -1.14 0.77 2.20
N -0.58 1.49 3.26
C -0.03 2.69 3.10
N 0.50 3.29 4.16
N -0.06 3.16 1.82
N 0.40 4.35 1.58
O 0.79 5.18 2.36
O 0.30 4.63 0.29
H -2.15 0.84 2.26
H -0.90 -0.22 2.30
H -0.66 1.11 4.20
H 0.50 2.85 5.06
H 0.84 4.24 4.08
O -1.76 -0.36 -2.26
C -1.90 -1.25 -1.37
N -2.31 -2.50 -1.45
C -2.11 -3.20 -0.16
C -1.55 -2.03 0.69
O -1.19 -2.07 1.85
N -1.52 -0.91 -0.10
C -3.43 -3.64 0.47
C -3.37 -4.45 1.61
C -4.54 -4.85 2.23
C -5.78 -4.45 1.72
C -5.83 -3.64 0.60
C -4.66 -3.23 -0.03
C -1.11 -4.32 -0.35
C -1.56 -5.51 -0.93
C -0.66 -6.53 -1.22
C 0.69 -6.37 -0.91
C 1.13 -5.20 -0.32
C 0.23 -4.18 -0.04
H -2.51 -2.98 -2.32
H -2.42 -4.78 1.99
H -4.50 -5.49 3.10
H -6.69 -4.77 2.20
H -6.78 -3.33 0.19
H -4.71 -2.60 -0.90
H -2.61 -5.64 -1.15
H -1.01 -7.44 -1.67
H 1.38 -7.17 -1.12
H 2.17 -5.09 -0.06
H 0.59 -3.28 0.45
Se 0.51 6.46 -0.25
C 2.38 6.47 -0.49
C 3.21 6.86 0.55
C 4.58 6.93 0.33
C 5.10 6.62 -0.92
C 4.26 6.25 -1.96
C 2.89 6.18 -1.76
H 2.79 7.11 1.52
H 5.24 7.24 1.13
H 6.17 6.69 -1.08
H 4.67 6.03 -2.94
H 2.23 5.93 -2.57
*
```

=====

# 2
Molecular formula: CH5NO2
Method: DFT, wB97M-V/def2-TZVPD

## Properties
HOMO energy (alpha / beta): -10.170 / -8.885 eV

Geometry as ORCA input:
```
! wB97M-V def2-TZVPD RIJCOSX def2/J DEFGRID3
* xyz 0 1
C 1.08 -1.01 0.78
N -1.41 1.37 -0.98
O 0.12 -0.98 -0.16
O -0.54 1.34 -0.06
H 0.69 -1.20 1.80
H 1.65 -0.06 0.81
H 1.83 -1.78 0.54
H -2.33 0.95 -0.79
H -1.09 1.35 -1.94
*
```

=====

What did we get for strongest force on any atom? Answer: 0.016, 0.028 Eh/bohr, in the order shown.
What did we get for relative energy (zero: lowest compared OMol25 entry of this formula, charge and spin)? Answer: 62.0, 532.7 kJ/mol, in the order shown.